Molecular formula: C4H9BO4
Method: DFT, ωB97M-V/def2-TZVPD

The LUMO energy comes out at 0.21 eV. The SMILES is OB(O)C(O)(O)C1CC1. The total energy is -483.63238 Eh. Its spin multiplicity is 1.

Positions of all 18 atoms, in Å:
O: 1.0585 1.0594 -2.1506
B: 1.1290 1.2405 -0.8008
O: 2.1186 1.5301 0.0185
C: -0.2302 0.7827 -0.0740
O: 0.0755 0.8312 1.6119
O: -1.3039 1.4701 -0.4010
C: -0.4245 -0.7662 -0.2524
C: -0.1436 -1.8447 0.7415
C: -1.5686 -1.3581 0.5362
H: 1.2463 1.7406 -2.7424
H: 3.0133 1.3898 -0.1831
H: 1.0301 0.9061 1.6856
H: -2.0491 0.9483 -0.2325
H: -0.2680 -0.8951 -1.3028
H: 0.3995 -1.5159 1.6553
H: 0.1312 -2.8405 0.3297
H: -2.2453 -2.0841 0.1738
H: -1.9687 -0.5943 1.3872

Molecular formula: C4H9NO
Method: DFT, ωB97M-V/def2-TZVPD

The LUMO energy comes out at 0.94 eV. The total energy is -287.62320 Eh. Its spin multiplicity is 1.

Positions of all 15 atoms, in Å:
C: 1.7538 0.0086 0.2248
C: 0.5013 -0.2589 -0.6427
C: -0.9497 0.0354 -0.0533
N: -1.2914 1.1810 0.4254
O: -0.3174 2.1310 0.0092
C: -1.6589 -1.1928 0.1892
H: 1.6266 0.9529 0.7540
H: 1.9884 -0.7802 0.9548
H: 2.6311 0.1055 -0.4301
H: 0.4526 0.4867 -1.4168
H: 0.5604 -1.2552 -1.1188
H: -0.6203 2.9388 0.4307
H: -2.7287 -1.1647 0.5026
H: -1.3917 -2.1013 -0.3296
H: -0.4243 -1.0523 0.6424

| no. | orbital gap (eV) |
| --- | --- |
| 1 | 9.7 |
| 2 | 9.2 |